{
  "formula": "C42H47N7OPSeZr",
  "method": "ωB97M-V/def2-TZVPD",
  "e_above_lowest_kcal_mol": 62.0,
  "lumo_energy_ev": -8.29,
  "molar_mass_g_mol": 867.04,
  "fmax_ha_per_bohr": 0.0104,
  "total_charge": 3,
  "species": ["Zr", "O", "C", "N", "C", "C", "C", "C", "C", "C", "N", "C", "C", "C", "C", "C", "N", "H", "H", "H", "H", "H", "H", "H", "H", "H", "H", "N", "P", "C", "C", "C", "C", "C", "C", "C", "C", "C", "C", "C", "C", "C", "C", "C", "C", "C", "N", "H", "H", "H", "H", "H", "H", "H", "H", "H", "H", "H", "H", "H", "H", "H", "N", "C", "C", "N", "C", "C", "H", "H", "H", "H", "H", "H", "H", "H", "H", "H", "H", "C", "C", "C", "C", "C", "C", "Se", "C", "C", "C", "H", "H", "H", "H", "H", "H", "H", "H", "H", "H", "H"],
  "coordinates": [[0.84547, 0.11754, -0.20237], [3.36179, 3.35000, 0.43356], [2.53294, 2.61242, -0.04060], [2.54851, 1.23662, 0.09124], [3.84195, 0.62133, 0.29410], [3.88754, -0.65659, -0.51163], [5.06904, -1.37159, -0.62937], [5.09223, -2.51214, -1.41029], [3.92444, -2.90493, -2.05376], [2.78453, -2.15470, -1.87474], [2.74627, -1.04906, -1.10654], [1.43255, 3.07699, -0.94211], [1.30518, 4.40493, -1.27207], [0.36726, 4.76596, -2.23498], [-0.40250, 3.77648, -2.81294], [-0.24145, 2.46529, -2.39139], [0.67111, 2.09880, -1.48284], [4.06588, 0.41857, 1.35160], [4.63612, 1.28950, -0.04502], [5.96269, -1.01256, -0.13492], [6.00699, -3.07772, -1.53258], [3.89943, -3.77569, -2.69370], [1.86273, -2.43252, -2.36379], [1.96269, 5.12472, -0.80376], [0.25439, 5.80041, -2.53163], [-1.14042, 4.00092, -3.56996], [-0.85625, 1.69215, -2.82784], [-0.08083, -3.64611, 0.36765], [-0.76938, -2.21007, -0.18863], [-2.52132, -2.43387, 0.14471], [-3.31919, -3.15221, -0.74810], [-4.65847, -3.36944, -0.46079], [-5.20589, -2.86571, 0.71084], [-4.41800, -2.14236, 1.59807], [-3.08007, -1.92573, 1.31717], [-0.57098, -2.21652, -1.98883], [-0.34053, -0.97708, -2.59195], [-0.01601, -0.87222, -3.93957], [0.06480, -2.02475, -4.70714], [-0.16804, -3.26584, -4.12375], [-0.46743, -3.36476, -2.77249], [1.16338, -3.77901, 0.98026], [1.59506, -5.05093, 1.37526], [2.82279, -5.17168, 1.98321], [3.60058, -4.03070, 2.18242], [3.09209, -2.82919, 1.75390], [1.88982, -2.67728, 1.16417], [-0.64857, -4.48112, 0.35083], [-2.91118, -3.52724, -1.67796], [-5.27568, -3.92497, -1.15418], [-6.25253, -3.03025, 0.93076], [-4.85432, -1.74081, 2.50323], [-2.47947, -1.33331, 1.99541], [-0.50179, -0.02229, -2.06987], [0.16382, 0.09740, -4.38672], [0.30742, -1.95887, -5.75953], [-0.10683, -4.16224, -4.72738], [-0.60349, -4.34262, -2.32698], [0.97285, -5.91890, 1.19893], [3.17954, -6.14409, 2.29686], [4.57583, -4.08379, 2.64524], [3.68526, -1.92491, 1.86939], [0.86474, 0.39618, 5.16525], [1.92030, 1.13466, 4.38624], [1.47405, 1.29205, 2.94369], [1.16922, -0.00146, 2.28490], [0.17257, -0.74666, 3.08534], [0.58672, -0.94132, 4.53471], [0.00512, 0.95070, 5.18913], [1.15757, 0.27858, 6.13748], [2.83259, 0.54403, 4.47619], [2.08211, 2.10190, 4.85814], [2.26241, 1.80654, 2.39930], [0.57874, 1.91422, 2.87729], [2.01716, -0.56615, 2.24953], [0.02006, -1.72790, 2.64215], [-0.77039, -0.19930, 3.02662], [1.50531, -1.52285, 4.62384], [-0.19759, -1.43138, 5.10852], [-4.39292, 5.67841, -2.21125], [-3.62525, 4.59979, -1.50468], [-3.75396, 3.26618, -1.86000], [-3.07145, 2.24615, -1.19608], [-3.33831, 0.83117, -1.63071], [-2.20634, 2.60109, -0.16046], [-1.20181, 1.29400, 0.83252], [-2.08214, 3.93611, 0.25747], [-1.24048, 4.34817, 1.43584], [-2.78673, 4.90911, -0.43201], [-4.91497, 5.29139, -3.08422], [-3.73203, 6.48421, -2.53361], [-5.13496, 6.11914, -1.54393], [-4.43158, 2.99561, -2.66298], [-4.40267, 0.69659, -1.82555], [-3.04823, 0.10324, -0.87804], [-2.82641, 0.58787, -2.56693], [-0.23959, 3.91463, 1.40277], [-1.70546, 4.03910, 2.37611], [-1.13541, 5.43162, 1.46747], [-2.69437, 5.94294, -0.11617]],
  "forces_ev_per_angstrom": [[0.14, 0.43, 0.29], [-0.05, 0.07, 0.03], [0.16, -0.05, -0.05], [0.05, -0.04, -0.04], [0.01, -0.11, -0.06], [0.07, 0.05, 0.05], [-0.01, 0.02, -0.10], [0.00, -0.01, 0.00], [0.00, 0.00, 0.00], [-0.01, 0.02, -0.02], [0.04, 0.03, -0.02], [0.04, -0.05, -0.08], [0.02, 0.00, -0.04], [-0.02, 0.02, 0.01], [0.00, -0.01, 0.00], [0.14, 0.04, -0.07], [-0.12, -0.05, -0.03], [0.00, -0.05, 0.01], [0.01, 0.07, 0.05], [0.00, 0.00, 0.00], [-0.01, 0.01, 0.00], [0.00, 0.01, 0.01], [0.01, -0.01, 0.01], [-0.01, -0.01, 0.01], [0.00, -0.01, 0.00], [0.01, 0.00, 0.00], [-0.04, -0.01, 0.02], [-0.01, -0.01, 0.13], [0.08, 0.16, 0.01], [-0.05, -0.05, -0.12], [-0.01, 0.04, -0.02], [0.00, 0.01, 0.01], [-0.01, 0.00, 0.00], [-0.02, 0.00, 0.01], [0.03, 0.02, 0.02], [0.00, -0.06, -0.11], [0.08, 0.16, -0.07], [0.03, -0.04, 0.00], [0.01, 0.04, -0.02], [0.00, -0.02, -0.01], [0.02, 0.01, 0.02], [0.04, 0.03, -0.04], [0.03, 0.02, 0.01], [-0.02, -0.04, 0.00], [0.02, 0.02, 0.00], [-0.03, 0.05, 0.00], [-0.06, -0.05, 0.06], [-0.02, -0.04, 0.00], [0.00, -0.01, 0.00], [0.01, 0.01, 0.01], [0.01, 0.00, 0.00], [0.01, -0.01, -0.01], [0.00, -0.01, 0.00], [-0.31, -0.25, 0.08], [0.00, -0.02, -0.01], [0.00, 0.00, 0.02], [0.00, 0.01, 0.01], [0.00, 0.00, 0.00], [-0.01, 0.02, 0.00], [0.00, 0.01, 0.00], [-0.02, 0.00, -0.01], [-0.02, -0.02, 0.01], [0.02, -0.02, -0.04], [-0.02, -0.05, 0.02], [0.04, -0.03, 0.01], [-0.04, -0.07, -0.05], [0.04, -0.01, 0.01], [0.03, 0.03, 0.03], [-0.03, 0.02, 0.01], [0.02, -0.02, 0.03], [0.01, 0.02, 0.01], [-0.01, 0.02, -0.02], [0.02, 0.01, -0.01], [-0.02, 0.00, 0.00], [0.05, -0.07, 0.05], [0.00, -0.03, -0.01], [0.00, 0.02, 0.02], [0.00, -0.01, 0.00], [-0.01, -0.01, -0.02], [0.01, 0.01, -0.03], [0.06, -0.03, 0.07], [-0.01, 0.03, 0.04], [-0.03, -0.07, 0.01], [-0.05, -0.02, -0.05], [0.00, 0.24, 0.07], [-0.43, -0.26, -0.09], [0.10, 0.01, 0.00], [0.01, 0.07, 0.03], [-0.04, 0.02, -0.09], [0.00, 0.00, 0.00], [-0.01, 0.00, 0.00], [0.00, 0.00, 0.00], [0.01, 0.00, 0.01], [0.02, 0.02, 0.00], [0.04, -0.07, 0.07], [0.02, -0.01, 0.00], [0.03, 0.00, -0.04], [-0.01, -0.04, -0.02], [-0.01, -0.02, 0.01], [0.00, -0.02, 0.00]]
}